Entry 1:
Entry from the Open Molecules 2025 dataset: a molecular structure, C6H24FO6Pd at a distorted geometry (wB97M-V/def2-TZVPD).

The geometry in XYZ format:
```
38
Properties=species:S:1:pos:R:3:forces:R:3
Pd -15.771284 -28.002335 -13.910406 0.668 -0.835 0.556
F -14.218805 -28.957998 -12.860412 -0.372 0.778 -0.550
C -14.207282 -32.371396 -12.200952 -0.110 -0.007 0.437
O -14.396445 -31.183263 -11.444182 -0.203 0.193 -0.303
H -14.623107 -32.265835 -13.206889 0.006 -0.156 -0.035
H -13.154327 -32.655353 -12.269728 0.025 0.128 -0.093
H -14.723395 -33.162524 -11.656572 -0.043 -0.086 -0.221
H -14.261942 -30.426030 -12.041962 0.137 -0.113 0.311
C -14.962602 -26.030617 -11.797020 0.149 1.132 -0.378
O -16.209593 -26.626646 -12.213970 0.727 0.413 0.067
H -14.389795 -26.652012 -11.114805 -0.151 -0.139 -0.058
H -14.401670 -25.796378 -12.701276 0.177 -0.480 0.037
H -15.150320 -25.033849 -11.392947 -0.133 -0.228 0.422
H -16.883811 -26.359689 -11.582293 -0.312 -0.386 -0.206
C -18.285087 -29.970520 -12.795096 -1.436 0.419 -1.360
O -17.057434 -29.263025 -12.646546 -0.055 -0.710 0.447
H -18.708922 -29.721379 -13.773301 0.312 0.208 -0.062
H -18.240942 -31.057734 -12.834898 0.578 0.021 0.604
H -19.050034 -29.596080 -12.114762 0.304 -0.273 0.465
H -16.579034 -29.652954 -11.895884 0.358 0.116 -0.225
C -16.340163 -30.518998 -15.902337 0.331 -0.895 -0.902
O -15.377513 -29.557910 -15.420762 -0.592 -0.594 -0.564
H -16.325326 -31.469203 -15.364536 -0.197 0.438 0.753
H -17.333788 -30.096314 -16.011624 0.048 0.135 0.303
H -16.011151 -30.860100 -16.888251 -0.177 0.439 -0.190
H -14.572076 -29.806950 -15.891945 0.473 0.574 0.581
C -12.969919 -26.815134 -15.142059 0.576 -0.762 -1.372
O -14.406469 -26.672198 -15.116668 0.019 0.506 0.635
H -12.354976 -25.980330 -14.808746 -0.646 0.258 0.486
H -12.695184 -27.730661 -14.630427 -0.188 0.108 0.221
H -12.725058 -26.957092 -16.198400 0.220 -0.078 0.084
H -14.620726 -25.788442 -15.437168 -0.226 -0.100 0.031
C -10.747420 -29.724398 -14.194771 -1.989 0.717 -0.511
O -12.118169 -30.091047 -14.505845 -0.286 -0.222 0.073
H -10.581248 -28.878182 -14.869537 1.017 -0.367 -0.110
H -10.676366 -29.307504 -13.189738 0.247 -0.535 0.179
H -10.190740 -30.635227 -14.384454 0.568 0.415 0.115
H -12.755618 -29.685145 -13.904083 0.176 -0.032 0.331
```
Forces are in eV/Å.

Computed properties:
**Relative energy (zero: lowest compared OMol25 entry of this formula, charge and spin)**: 0.0 kcal per mole
**Gap between HOMO and LUMO (spin up / spin down)**: 8.895 / 6.634 eV
**Molar mass**: 317.67 Da
**F_max**: 2.2 eV Å⁻¹
**Lowest unoccupied orbital energy (spin up / spin down)**: -3.343 / -5.600 eV
**Expectation value of S²**: 2.00
**Charge**: +1
**Spin multiplicity**: 3

Here are the Mulliken charges for atoms 1 to 6, given in e: atom 1 (Pd): 0.766, atom 2 (F): -0.577, atom 3 (C): -0.407, atom 4 (O): -0.543, atom 5 (H): 0.064, atom 6 (H): 0.248

***

Entry 2:
Entry from the Open Molecules 2025 dataset: a single C4H4Cl4 molecule at a distorted geometry (wB97M-V/def2-TZVPD).

The geometry in XYZ format:
```
12
Properties=species:S:1:pos:R:3:forces:R:3
C -0.004645 -0.443758 0.865068 -1.316 2.489 -2.806
C -1.647796 1.619324 1.901077 3.025 0.093 -1.264
C 0.616630 -0.057984 -0.522434 -0.987 -4.351 0.860
C -1.386636 0.110783 1.250899 0.392 2.423 1.051
Cl -0.841238 2.029285 3.400851 -0.705 -0.623 -0.370
Cl -1.279882 2.923219 0.703897 -0.536 -0.734 0.941
Cl -2.414583 0.292868 -0.134801 -1.028 -1.098 -0.983
Cl 1.051213 -0.770082 2.062899 1.206 -0.636 1.759
H 1.054809 -1.024892 -0.974148 -0.205 1.315 0.878
H 1.366156 0.665191 -0.502200 1.100 1.361 0.256
H -0.164386 0.124657 -1.212156 -0.690 0.820 -0.555
H -1.863455 -0.440503 2.031825 -0.256 -1.059 0.233
```
Forces are in eV/Å.

Computed properties:
**Relative energy (zero: lowest compared OMol25 entry of this formula, charge and spin)**: 0.0 kcal per mole
**Gap between HOMO and LUMO (spin up / spin down)**: 8.874 / 9.049 eV
**Molar mass**: 193.89 Da
**F_max**: 4.5 eV Å⁻¹
**Lowest unoccupied orbital energy (spin up / spin down)**: 0.718 / -1.584 eV
**Expectation value of S²**: 2.01
**Charge**: 0
**Spin multiplicity**: 3

Here are the Mulliken charges for atoms 1 to 6, given in e: atom 1 (C): 0.324, atom 2 (C): 0.066, atom 3 (C): -1.096, atom 4 (C): -0.230, atom 5 (Cl): -0.110, atom 6 (Cl): -0.139

***

Entry 3:
Entry from the Open Molecules 2025 dataset: 14 unconnected molecules or ions with the total composition C18H64N16O14 at a distorted geometry (wB97M-V/def2-TZVPD).

The geometry in XYZ format:
```
112
Properties=species:S:1:pos:R:3:forces:R:3
C 3.442911 -0.022054 -1.029920 1.592 -1.266 0.217
C 4.422911 -1.222054 -1.001920 0.787 0.881 2.127
O 4.198911 -1.945054 -2.141920 -0.787 -1.004 -2.191
H 3.970911 0.727946 -1.555920 0.118 1.122 -0.619
H 3.102911 0.351946 -0.090920 0.204 0.131 0.826
H 2.586911 -0.316054 -1.575920 -0.918 -0.194 -0.807
H 4.255911 -1.870054 -0.121920 0.149 0.417 0.014
H 5.511911 -0.913054 -0.987920 -1.095 -0.004 0.243
H 4.278911 -2.887054 -2.022920 0.420 -0.249 0.069
C -3.185089 0.781946 1.883080 -0.663 0.063 0.644
C -2.049089 1.360946 2.716080 -1.328 -0.257 -0.669
O -1.377089 2.096946 1.763080 2.496 1.423 -0.991
H -3.804089 1.551946 1.395080 0.399 -0.113 0.315
H -3.834089 0.156946 2.437080 -0.978 -0.564 0.904
H -2.803089 0.112946 1.140080 0.460 -0.201 -0.629
H -1.406089 0.577946 3.084080 0.132 -0.373 0.566
H -2.454089 1.990946 3.531080 0.407 -0.243 -0.188
H -0.390089 1.840946 1.629080 -2.075 0.480 0.638
C -1.750089 -3.188054 4.282080 0.949 0.105 -0.456
C -2.338089 -2.242054 3.274080 -0.540 -0.260 1.156
O -1.699089 -2.416054 2.046080 0.895 1.054 -1.340
H -0.742089 -2.902054 4.641080 -0.574 0.261 -0.145
H -1.591089 -4.174054 3.853080 -0.477 -0.301 0.123
H -2.455089 -3.163054 5.067080 -0.474 -0.612 1.378
H -2.347089 -1.252054 3.757080 0.968 0.227 -1.072
H -3.398089 -2.367054 3.121080 -0.590 -0.758 0.036
H -1.774089 -3.347054 1.783080 -0.224 0.149 0.313
C 2.785911 3.236946 -0.852920 0.614 -0.243 -1.138
C 1.636911 4.276946 -0.653920 2.296 -1.995 0.821
O 0.868911 3.722946 0.390080 0.442 0.559 0.688
H 3.404911 2.896946 0.016080 -1.005 0.806 0.019
H 3.573911 3.576946 -1.558920 -0.634 0.009 0.083
H 2.361911 2.301946 -1.261920 0.053 0.570 0.009
H 0.989911 4.379946 -1.470920 -0.527 0.057 -1.590
H 2.081911 5.230946 -0.433920 -0.082 0.694 0.523
H -0.049089 3.762946 0.134080 -1.565 0.129 -0.303
C 1.941911 -3.443054 0.715080 -2.403 0.044 7.030
O 1.443911 -3.301054 2.012080 2.247 -1.395 -6.163
N 1.755911 -2.527054 -0.163920 -0.560 2.561 -1.030
N 2.518911 -4.550054 0.295080 1.328 -3.294 1.897
H 1.270911 -1.731054 0.231080 0.484 0.451 -0.563
H 2.270911 -2.505054 -1.033920 -0.199 0.404 -0.224
H 2.574911 -5.184054 1.119080 0.284 0.350 -1.227
H 3.273911 -4.650054 -0.388920 -0.758 0.455 0.362
C -0.539089 -2.410054 -2.780920 7.013 1.652 -3.515
O 0.634911 -1.909054 -3.362920 -5.063 -2.283 3.334
N -1.565089 -2.643054 -3.531920 -2.800 -1.030 -3.352
N -0.722089 -2.775054 -1.574920 1.563 -0.879 4.232
H -1.316089 -2.457054 -4.492920 -0.842 -0.263 -0.336
H -2.287089 -3.342054 -3.262920 1.008 0.785 -0.673
H 0.194911 -2.760054 -1.053920 -1.761 -0.262 -0.053
H -1.716089 -2.872054 -1.141920 1.893 -0.055 -0.636
C -3.965089 -0.252054 -3.050920 -7.470 -6.304 -3.682
O -4.737089 -1.230054 -3.594920 3.297 3.715 2.134
N -2.786089 -0.379054 -2.642920 7.194 -2.789 0.177
N -4.399089 0.884946 -2.715920 -4.878 5.977 1.014
H -2.408089 -1.300054 -2.966920 -0.126 1.037 0.018
H -2.117089 0.371946 -3.021920 0.086 -0.625 0.417
H -5.351089 1.160946 -2.854920 -0.515 -0.474 -0.597
H -4.003089 1.525946 -2.015920 -0.486 -1.495 -0.185
C -4.045089 -3.017054 -0.358920 -0.538 -4.663 5.935
O -4.136089 -3.921054 0.703080 0.894 4.603 -4.836
N -4.946089 -2.990054 -1.283920 -2.744 -0.743 -2.727
N -3.054089 -2.133054 -0.492920 1.138 1.075 0.212
H -5.728089 -3.614054 -1.199920 0.108 -0.353 0.449
H -4.919089 -2.592054 -2.239920 0.579 0.645 0.787
H -2.524089 -1.971054 0.386080 -0.559 0.100 -0.581
H -3.086089 -1.429054 -1.290920 -0.033 -0.794 1.980
C 3.016911 3.667946 3.056080 -2.181 -7.727 0.246
O 2.579911 2.348946 3.050080 2.023 5.735 0.293
N 4.039911 4.100946 3.712080 4.367 0.224 3.668
N 2.431911 4.567946 2.391080 -3.705 3.039 -4.474
H 4.398911 3.485946 4.458080 -0.090 0.640 -0.882
H 4.398911 5.078946 3.683080 -0.794 -1.513 0.040
H 1.706911 4.233946 1.683080 0.759 0.624 1.110
H 2.838911 5.496946 2.225080 -0.350 -0.888 0.385
C 0.251911 0.476946 -0.112920 0.089 1.813 -6.964
O 0.320911 0.896946 -1.430920 0.152 -1.243 5.965
N -0.482089 -0.585054 0.114080 -0.182 0.091 0.253
N 0.849911 1.089946 0.881080 1.214 0.382 0.073
H -0.911089 -1.071054 -0.628920 -0.041 -0.067 -0.783
H -0.578089 -0.939054 1.018080 -0.360 -0.659 1.801
H 1.281911 1.961946 0.584080 0.291 -0.078 0.559
H 1.095911 0.562946 1.735080 -0.044 0.235 -0.537
C -1.135089 0.842946 -4.882920 -4.564 3.937 -6.233
O -2.085089 1.476946 -5.726920 4.182 -3.341 4.117
N -0.351089 -0.123054 -5.209920 0.251 -2.278 -3.882
N -0.934089 1.254946 -3.691920 -0.436 4.216 5.498
H -0.430089 -0.517054 -6.154920 0.197 0.327 0.871
H 0.239911 -0.526054 -4.524920 0.823 -0.855 0.614
H -1.501089 2.151946 -3.413920 1.794 -2.045 -1.172
H -0.189089 1.075946 -2.947920 -0.699 -0.495 -1.386
C -2.256089 2.944946 -1.521920 4.111 6.860 2.879
O -1.561089 4.005946 -0.907920 -3.524 -4.823 -3.385
N -2.508089 1.847946 -0.960920 0.647 -4.187 6.576
N -2.679089 2.908946 -2.760920 -0.325 5.921 -3.834
H -2.151089 1.711946 0.048080 -0.493 0.672 -1.765
H -2.621089 0.974946 -1.457920 0.499 0.106 0.278
H -2.661089 3.829946 -3.244920 0.113 -1.048 0.418
H -3.295089 2.256946 -3.205920 -0.124 -0.084 -0.052
C 4.815911 0.466946 2.046080 0.152 -1.058 0.084
O 5.311911 0.081946 3.310080 1.014 -0.100 1.227
H 4.702911 1.507946 1.790080 0.622 0.547 0.765
H 3.829911 0.101946 2.098080 -1.551 -0.510 -1.089
H 5.451911 -0.041054 1.344080 -0.107 -0.036 -1.048
H 5.390911 -0.896054 3.274080 -0.079 1.116 0.136
C 1.427911 -0.322054 3.965080 1.505 1.404 -1.135
O 0.946911 -0.802054 2.732080 -1.112 0.896 -0.605
H 2.532911 -0.413054 3.857080 -0.549 0.850 0.678
H 1.153911 -0.954054 4.737080 -0.823 -1.176 1.736
H 1.057911 0.733946 4.141080 0.766 -1.212 -0.226
H 0.693911 -1.724054 2.729080 0.337 -0.869 0.008
```
Forces are in eV/Å.

Computed properties:
**Relative energy (zero: lowest compared OMol25 entry of this formula, charge and spin)**: 44.9 kcal per mole
**Gap between HOMO and LUMO**: 8.791 eV
**Molar mass**: 728.81 Da
**F_max**: 10.4 eV Å⁻¹
**Lowest unoccupied orbital energy**: -0.018 eV
**Charge**: 0

Here are the Mulliken charges for atoms 1 to 6, given in e: atom 1 (C): 0.208, atom 2 (C): -0.999, atom 3 (O): -0.545, atom 4 (H): 0.537, atom 5 (H): -0.186, atom 6 (H): -0.054

***

Entry 4:
Entry from the Open Molecules 2025 dataset: a single C3H3BrO2 molecule at a distorted geometry (wB97M-V/def2-TZVPD).

The geometry in XYZ format:
```
9
Properties=species:S:1:pos:R:3:forces:R:3
O 1.825160 1.925771 -0.335101 -1.841 -0.150 -0.426
C 0.698625 1.507208 -0.294361 2.773 -0.118 2.520
O -0.403012 1.378975 -0.918552 -1.236 0.310 -1.924
C -0.261621 0.601871 0.359395 3.282 -4.265 -3.531
C -0.032605 -1.196941 -0.104212 -3.406 4.248 2.049
Br -0.911329 -2.128899 1.373805 0.089 -0.045 -0.158
H -1.106047 0.663716 0.911227 -2.075 0.643 2.273
H 0.960244 -1.537469 -0.062280 1.098 -0.103 -0.840
H -0.769415 -1.214233 -0.929922 1.317 -0.519 0.036
```
Forces are in eV/Å.

Computed properties:
**Relative energy (zero: lowest compared OMol25 entry of this formula, charge and spin)**: 54.3 kcal per mole
**Gap between HOMO and LUMO**: 10.844 eV
**Molar mass**: 150.96 Da
**Structure (SMILES)**: O=C1O[C@H]1CBr
**F_max**: 6.4 eV Å⁻¹
**Lowest unoccupied orbital energy**: 0.615 eV
**Charge**: 0

Here are the Mulliken charges for atoms 1 to 6, given in e: atom 1 (O): -0.510, atom 2 (C): 0.690, atom 3 (O): -0.340, atom 4 (C): -0.276, atom 5 (C): -0.596, atom 6 (Br): -0.143